[1]
12
Properties=species:S:1:pos:R:3 method="wB97M-V/def2-TZVPD" charge=+1 lumo_energy_ev=-5.632 relative_energy_ev=3.462
C 0.74 0.12 -1.48
C -1.31 0.00 -1.26
C -0.14 -0.63 -0.59
N -0.25 0.45 -2.24
N 0.27 0.39 1.22
H 1.71 0.43 -1.67
H -2.12 -0.69 -1.55
H -1.71 0.95 -0.77
H -0.02 -1.75 -0.53
H 0.16 1.23 0.65
H 1.16 0.37 1.56
H -0.44 0.57 1.98


[2]
65
Properties=species:S:1:pos:R:3 method="wB97M-V/def2-TZVPD" charge=+3 lumo_energy_ev="-11.026 / -10.482" multiplicity=6 s2=8.77 relative_energy_ev=1.200
Sm 0.22 0.49 -0.81
P -0.75 -1.21 1.56
P -2.12 -0.07 -2.22
P -1.16 2.23 0.91
H 2.69 1.49 -1.15
C 2.38 1.78 -0.12
C 2.33 0.91 0.93
H 2.64 -0.16 0.88
C -0.18 -2.93 1.81
C -2.55 -1.52 1.62
C -0.45 -0.62 3.29
C -1.94 0.88 -3.78
C -2.37 -1.70 -2.97
C -3.83 0.41 -1.80
C -0.17 3.09 2.17
C -2.79 2.03 1.65
C -1.44 3.59 -0.28
H 2.22 2.83 0.05
H 2.11 1.26 1.95
H 0.90 -2.98 1.86
H -0.52 -3.55 0.98
H -0.61 -3.30 2.75
H -2.84 -2.07 0.72
H -3.12 -0.59 1.65
H -2.77 -2.14 2.50
H 0.63 -0.53 3.45
H -0.85 -1.38 3.98
H -0.91 0.35 3.48
H -2.77 0.68 -4.48
H -0.97 0.73 -4.30
H -2.07 1.92 -3.43
H -3.12 -1.59 -3.77
H -2.72 -2.39 -2.20
H -1.41 -2.05 -3.40
H -4.46 0.18 -2.67
H -3.91 1.48 -1.55
H -4.16 -0.21 -0.94
H -0.57 4.10 2.31
H 0.88 3.16 1.86
H -0.22 2.54 3.12
H -3.18 3.01 1.94
H -2.73 1.40 2.54
H -3.48 1.59 0.92
H -1.84 4.46 0.25
H -2.12 3.32 -1.09
H -0.47 3.87 -0.73
C -0.84 5.00 -3.36
C -1.01 5.50 -4.67
C -0.40 6.73 -4.98
C 0.36 7.42 -4.01
C 0.29 7.02 -2.67
C -0.42 5.86 -2.34
O -0.84 3.62 -3.15
H -0.65 3.16 -3.98
H -1.53 4.90 -5.41
H -0.48 7.15 -5.99
H 1.00 8.27 -4.29
H 0.79 7.61 -1.91
H -0.62 5.64 -1.30
C 2.54 -3.79 -0.92
C 1.87 -2.52 -0.76
N 1.27 -1.51 -0.77
H 3.51 -3.77 -0.43
H 2.70 -4.02 -1.99
H 1.95 -4.61 -0.48


[3]
123
Properties=species:S:1:pos:R:3 method="wB97M-V/def2-TZVPD" charge=+1 lumo_energy_ev="-2.150 / -7.520" multiplicity=2 s2=0.75 relative_energy_ev=0.433
C -17.31 -8.62 6.50
O -18.46 -7.85 6.82
C -18.62 -7.27 8.13
C -19.25 -8.37 8.98
N -20.71 -8.08 9.10
C -21.42 -8.92 10.01
C -22.76 -9.36 9.46
O -22.58 -10.14 8.28
C -23.84 -10.34 7.64
H -17.51 -9.16 5.58
H -17.14 -9.39 7.24
H -16.42 -7.98 6.44
H -19.28 -6.43 7.90
H -17.71 -6.78 8.49
H -18.76 -8.42 9.95
H -18.96 -9.34 8.57
H -21.23 -8.13 8.23
H -21.40 -8.47 11.00
H -20.94 -9.89 10.09
H -23.45 -8.52 9.35
H -23.17 -9.96 10.28
H -24.19 -9.35 7.37
H -24.55 -10.80 8.32
H -23.81 -11.06 6.82
C -27.63 -9.47 7.43
O -29.02 -9.60 7.31
C -29.41 -10.90 7.76
C -29.65 -11.08 9.29
N -30.78 -10.31 9.80
C -30.84 -10.54 11.24
C -31.90 -9.73 11.96
O -31.81 -8.38 11.56
C -32.94 -7.60 11.76
H -27.39 -9.03 8.39
H -27.38 -8.67 6.73
H -26.95 -10.29 7.22
H -28.76 -11.68 7.37
H -30.30 -11.21 7.21
H -28.73 -10.82 9.81
H -30.07 -12.08 9.44
H -30.79 -9.30 9.77
H -29.89 -10.20 11.65
H -31.01 -11.61 11.37
H -31.79 -9.60 13.04
H -32.87 -10.23 11.90
H -32.77 -6.56 11.48
H -33.17 -7.70 12.82
H -33.83 -8.02 11.30
C -19.80 -5.93 2.66
O -20.18 -5.69 4.01
C -21.54 -6.00 4.30
C -21.52 -7.36 5.14
N -21.12 -8.54 4.38
C -21.05 -9.80 5.15
C -20.48 -10.99 4.32
O -19.12 -11.00 4.36
C -18.59 -12.00 3.47
H -18.76 -5.62 2.60
H -20.49 -5.41 1.99
H -19.90 -7.01 2.62
H -22.31 -6.05 3.53
H -21.88 -5.15 4.90
H -22.53 -7.61 5.47
H -20.90 -7.15 6.01
H -20.19 -8.37 4.02
H -22.03 -10.17 5.42
H -20.62 -9.55 6.12
H -20.91 -11.02 3.32
H -20.79 -11.91 4.82
H -18.91 -11.85 2.44
H -19.00 -12.92 3.88
H -17.52 -12.17 3.62
C -23.57 -6.87 12.45
C -24.54 -7.70 13.41
C -25.99 -8.03 12.86
O -26.75 -6.75 12.66
C -28.17 -6.92 12.63
N -23.83 -8.88 13.94
H -24.04 -6.36 11.61
H -22.85 -7.54 11.98
H -23.20 -6.05 13.07
H -24.71 -6.94 14.17
H -26.42 -8.67 13.63
H -25.90 -8.59 11.93
H -28.63 -6.12 12.06
H -28.60 -6.99 13.63
H -28.44 -7.81 12.05
H -22.89 -8.86 13.59
H -24.05 -8.81 14.92
C -18.54 -12.28 9.97
C -17.30 -11.76 9.32
C -16.37 -11.17 10.39
O -17.03 -10.03 11.03
C -16.33 -9.50 12.21
N -16.68 -13.03 8.80
H -19.19 -12.65 9.18
H -19.12 -11.38 10.18
H -18.50 -13.02 10.77
H -17.50 -11.15 8.44
H -15.40 -10.77 10.09
H -16.19 -11.89 11.19
H -17.05 -8.78 12.57
H -15.38 -9.01 12.02
H -16.25 -10.32 12.92
H -17.10 -13.14 7.89
H -15.72 -12.87 8.51
C -14.52 -4.61 4.89
C -15.11 -5.51 5.96
C -14.44 -5.56 7.38
O -14.98 -6.53 8.27
C -14.23 -6.82 9.50
N -16.54 -5.11 6.04
H -13.54 -4.91 4.52
H -14.36 -3.59 5.24
H -15.18 -4.66 4.03
H -15.22 -6.52 5.58
H -14.34 -4.54 7.76
H -13.43 -5.92 7.17
H -13.17 -6.82 9.24
H -14.51 -7.76 9.98
H -14.35 -6.08 10.29
H -16.87 -5.86 6.64
H -16.87 -5.17 5.09


[4]
130
Properties=species:S:1:pos:R:3 method="wB97M-V/def2-TZVPD" charge=+1 lumo_energy_ev=-5.403
C -0.12 -4.14 4.98
C -1.16 -2.90 4.89
Cl -2.22 -3.08 6.42
C -0.46 -1.48 5.05
N 0.40 -1.08 3.86
N 0.08 -1.84 2.80
C 0.89 -1.49 1.74
S 0.49 -2.44 0.18
C 2.01 -0.49 1.62
C 2.29 0.32 2.88
P 3.69 1.55 2.82
O 4.51 1.70 4.09
O 4.76 1.00 1.60
O 3.19 3.10 2.28
C 1.34 -0.07 4.01
C 1.48 0.71 5.38
Br 1.54 2.71 5.14
C 2.65 0.15 6.35
C 3.42 1.32 7.14
Br 3.87 -1.16 5.49
H 0.83 -3.76 4.45
H 0.17 -4.35 6.05
H -0.51 -5.04 4.41
H -1.89 -2.99 4.03
H 0.16 -1.53 6.01
H -1.27 -0.67 5.14
H -0.47 -1.66 -0.45
H 2.57 -0.37 0.66
H 4.66 0.03 1.48
H 3.96 3.40 1.74
H 0.54 0.66 6.04
H 2.14 -0.44 7.19
H 4.03 0.77 7.94
H 2.70 1.98 7.71
H 4.18 1.87 6.50
C -2.16 -0.23 -2.97
Cl -1.27 0.98 -3.91
Cl -3.88 -0.16 -3.40
Cl -1.52 -1.85 -3.32
Cl -1.97 0.11 -1.24
C -4.11 -4.63 -4.43
Cl -4.19 -4.21 -2.71
Cl -5.09 -6.08 -4.74
Cl -4.73 -3.28 -5.40
Cl -2.42 -4.96 -4.89
C 0.90 -4.30 -7.18
Cl 2.22 -3.39 -7.95
Cl 0.01 -3.23 -6.07
Cl -0.20 -4.91 -8.42
Cl 1.57 -5.66 -6.25
C -5.47 -4.06 -9.55
Cl -5.78 -3.32 -11.14
Cl -5.90 -2.92 -8.25
Cl -6.44 -5.53 -9.38
Cl -3.75 -4.47 -9.42
C -1.04 3.63 1.87
Cl -1.80 3.37 0.28
Cl -0.13 5.15 1.85
Cl -2.30 3.70 3.12
Cl 0.06 2.28 2.22
C -9.25 -0.85 -10.07
Cl -11.02 -0.97 -10.15
Cl -8.63 -0.17 -11.59
Cl -8.79 0.21 -8.72
Cl -8.55 -2.46 -9.82
C -5.85 1.95 -13.80
Cl -7.02 1.71 -15.11
Cl -6.42 3.24 -12.72
Cl -5.67 0.44 -12.88
Cl -4.28 2.41 -14.49
C 3.15 -0.53 10.92
Cl 3.97 -1.97 10.27
Cl 2.70 -0.81 12.61
Cl 4.26 0.86 10.82
Cl 1.69 -0.20 9.96
C -9.21 4.44 -17.08
Cl -9.40 6.11 -17.66
Cl -8.46 4.45 -15.47
Cl -10.81 3.67 -16.98
Cl -8.18 3.53 -18.21
C -12.40 -4.63 -12.38
Cl -11.07 -3.72 -11.63
Cl -11.76 -5.71 -13.63
Cl -13.23 -5.59 -11.13
Cl -13.55 -3.49 -13.11
C -2.78 6.55 -15.24
Cl -1.24 5.67 -15.17
Cl -3.14 6.99 -16.92
Cl -4.08 5.53 -14.60
Cl -2.65 8.03 -14.25
C -13.42 3.69 -20.02
Cl -14.39 2.71 -18.90
Cl -14.25 3.76 -21.59
Cl -13.23 5.33 -19.37
Cl -11.83 2.94 -20.23
C 5.13 0.39 15.72
Cl 6.63 -0.54 15.73
Cl 4.71 0.82 14.05
Cl 3.82 -0.58 16.42
Cl 5.34 1.87 16.67
C 7.90 0.39 9.11
Cl 6.70 0.16 7.83
Cl 7.38 1.69 10.21
Cl 8.08 -1.12 10.03
Cl 9.46 0.83 8.39
C 1.66 -6.17 -1.95
Cl 2.98 -5.24 -1.21
Cl 2.32 -7.27 -3.17
Cl 0.81 -7.10 -0.70
Cl 0.51 -5.04 -2.73
C 8.16 5.27 15.80
Cl 7.78 6.02 14.24
Cl 7.86 6.44 17.11
Cl 7.13 3.84 16.04
Cl 9.87 4.78 15.82
C 12.08 4.38 12.59
Cl 11.93 6.04 11.99
Cl 12.92 4.39 14.16
Cl 10.47 3.67 12.79
Cl 13.01 3.41 11.43
C 13.84 4.13 7.49
Cl 15.35 3.38 8.04
Cl 13.40 5.44 8.60
Cl 14.06 4.78 5.86
Cl 12.55 2.91 7.48
C 1.98 -5.49 11.64
Cl 1.03 -6.42 12.81
Cl 1.11 -5.40 10.09
Cl 2.25 -3.85 12.26
Cl 3.55 -6.28 11.38